# 1
C45H37ClCuN5O6S2 as an isolated structure, computed with ωB97M-V/def2-TZVPD.

Atoms and positions in Å:
Cu1 -0.513 0.068 0.149
C1 -6.166 1.947 5.236
C2 -5.069 1.297 4.445
C3 -5.097 -0.067 4.173
C4 -4.112 -0.670 3.406
C5 -3.077 0.112 2.920
C6 -3.023 1.480 3.167
C7 -4.016 2.059 3.933
S1 -1.877 -0.739 1.924
O1 -2.484 -1.996 1.477
C8 -0.439 -0.965 2.958
C9 0.101 0.236 3.482
C10 1.311 0.217 4.096
C11 2.055 -0.984 4.189
C12 3.327 -1.008 4.802
C13 4.045 -2.167 4.863
C14 3.523 -3.354 4.308
C15 2.295 -3.363 3.713
C16 1.522 -2.177 3.640
C17 0.237 -2.156 3.009
C18 -0.271 -3.450 2.460
C19 -0.820 -4.410 3.358
C20 -1.064 -4.110 4.723
C21 -1.606 -5.049 5.552
C22 -1.923 -6.336 5.065
C23 -1.692 -6.653 3.759
C24 -1.137 -5.700 2.871
C25 -0.877 -6.014 1.515
C26 -0.379 -5.078 0.661
C27 -0.104 -3.778 1.139
S2 0.482 -2.478 0.046
O2 1.945 -2.552 -0.094
C28 -0.254 -3.021 -1.484
C29 -1.618 -3.281 -1.567
C30 -2.150 -3.649 -2.790
C31 -1.351 -3.729 -3.932
C32 -1.947 -4.103 -5.261
C33 0.006 -3.440 -3.818
C34 0.565 -3.088 -2.596
H1 -6.652 1.234 5.900
H2 -6.925 2.345 4.560
H3 -5.786 2.776 5.832
H4 -5.907 -0.672 4.563
H5 -4.143 -1.725 3.173
H6 -2.240 2.101 2.751
H7 -3.983 3.124 4.128
H8 -0.438 1.167 3.398
H9 1.731 1.129 4.501
H10 3.725 -0.090 5.216
H11 5.020 -2.178 5.330
H12 4.105 -4.264 4.351
H13 1.913 -4.278 3.281
H14 -0.815 -3.127 5.104
H15 -1.788 -4.810 6.591
H16 -2.345 -7.072 5.737
H17 -1.928 -7.641 3.381
H18 -1.084 -7.017 1.161
H19 -0.192 -5.326 -0.374
H20 -2.244 -3.204 -0.685
H21 -3.205 -3.889 -2.866
H22 -2.821 -4.742 -5.136
H23 -1.224 -4.627 -5.885
H24 -2.263 -3.211 -5.807
H25 0.639 -3.504 -4.695
H26 1.621 -2.873 -2.490
O3 1.778 0.470 0.753
Cl1 1.598 1.232 -0.479
O4 0.549 2.204 -0.209
O5 2.784 1.803 -0.967
O6 1.003 0.269 -1.439
C35 -3.553 1.652 0.055
C36 -3.055 0.888 -1.116
N1 -1.876 0.303 -1.228
C37 -1.790 -0.242 -2.496
C38 -2.960 -0.018 -3.133
N2 -3.748 0.706 -2.256
C39 -5.169 0.978 -2.403
N3 -5.886 0.366 -1.317
N4 -6.605 1.148 -0.466
N5 -6.990 0.453 0.527
C40 -6.489 -0.829 0.388
C41 -6.610 -1.948 1.218
C42 -5.952 -3.090 0.829
C43 -5.194 -3.134 -0.360
C44 -5.081 -2.047 -1.197
C45 -5.754 -0.889 -0.793
H27 -2.698 2.035 0.611
H28 -4.163 1.032 0.715
H29 -4.157 2.500 -0.262
H30 -0.901 -0.739 -2.841
H31 -3.297 -0.282 -4.120
H32 -5.479 0.585 -3.369
H33 -5.386 2.043 -2.360
H34 -7.202 -1.902 2.122
H35 -6.016 -3.981 1.440
H36 -4.692 -4.057 -0.621
H37 -4.497 -2.093 -2.107

Summary:
- <S²>: 0.754
- HOMO (spin up / spin down): -10.81 / -10.81 eV
- Spin multiplicity: 2
- ΔE to the lowest compared entry with this formula, charge and spin: 0.0 kcal per mole
- Orbital gap (spin up / spin down): 8.42 / 5.37 eV
- E: -5358.764870 Ha
- Total charge: +1

---

# 2
C45H37FN12O7S2Sn as an isolated structure, computed with ωB97M-V/def2-TZVPD.

Atoms and positions in Å:
Sn1 0.628 0.555 1.512
O1 -1.137 -2.239 4.511
C1 -0.768 -1.185 4.006
N1 -1.253 -0.493 2.947
C2 -2.543 -0.641 2.556
O2 -3.484 -1.152 3.150
C3 -2.821 -0.012 1.208
C4 -3.830 -0.534 0.407
C5 -4.049 0.048 -0.827
C6 -3.281 1.144 -1.206
C7 -2.311 1.606 -0.328
N2 -2.080 1.034 0.851
C8 0.476 -0.537 4.594
C9 0.778 -0.711 5.937
C10 1.911 -0.102 6.444
C11 2.727 0.638 5.599
C12 2.369 0.753 4.270
N3 1.261 0.181 3.793
H1 -4.398 -1.382 0.761
H2 -4.809 -0.348 -1.491
H3 -3.420 1.624 -2.167
H4 -1.676 2.455 -0.567
H5 0.114 -1.313 6.541
H6 2.159 -0.202 7.495
H7 3.624 1.124 5.960
H8 2.951 1.322 3.553
C13 1.253 5.273 0.904
C14 1.180 3.892 0.287
N4 0.126 3.179 0.259
N5 -1.023 3.728 0.829
C15 -1.250 3.244 1.994
S1 -0.358 2.066 2.875
S2 -2.692 3.860 2.856
C16 -3.151 5.246 1.780
C17 -4.252 4.934 0.802
C18 -5.571 4.801 1.232
C19 -6.593 4.535 0.332
C20 -6.311 4.403 -1.024
C21 -4.999 4.524 -1.462
C22 -3.977 4.780 -0.554
C23 2.376 3.316 -0.369
C24 2.863 3.930 -1.520
C25 3.947 3.433 -2.230
C26 4.572 2.283 -1.743
C27 4.129 1.682 -0.579
C28 3.020 2.177 0.165
O3 2.685 1.603 1.284
H9 0.902 5.228 1.937
H10 0.594 5.964 0.369
H11 2.274 5.654 0.885
H12 -2.237 5.524 1.255
H13 -3.452 6.053 2.450
H14 -5.791 4.893 2.290
H15 -7.611 4.425 0.689
H16 -7.106 4.193 -1.730
H17 -4.766 4.409 -2.516
H18 -2.946 4.839 -0.885
H19 2.346 4.812 -1.888
H20 4.290 3.921 -3.134
H21 5.420 1.860 -2.275
H22 4.618 0.799 -0.183
C29 0.849 1.130 -2.873
C30 0.195 -0.155 -2.487
N6 -0.088 -0.519 -1.271
C31 -0.711 -1.750 -1.360
C32 -0.800 -2.138 -2.657
N7 -0.212 -1.111 -3.384
C33 0.126 -1.130 -4.772
N8 1.048 -2.222 -5.053
N9 0.818 -3.051 -6.088
N10 1.730 -3.954 -6.123
C34 2.586 -3.733 -5.058
C35 3.715 -4.448 -4.637
C36 4.355 -4.001 -3.509
C37 3.897 -2.862 -2.798
C38 2.798 -2.148 -3.202
C39 2.151 -2.619 -4.359
H23 1.089 1.682 -1.966
H24 0.188 1.747 -3.488
H25 1.783 0.983 -3.422
H26 -1.033 -2.294 -0.489
H27 -1.186 -3.029 -3.125
H28 0.585 -0.173 -5.008
H29 -0.732 -1.287 -5.421
H30 4.047 -5.327 -5.174
H31 5.217 -4.538 -3.135
H32 4.414 -2.556 -1.898
H33 2.443 -1.301 -2.630
F1 2.254 -7.930 2.408
C40 1.370 -7.130 1.778
C41 1.218 -5.857 2.143
N11 0.294 -5.017 1.574
C42 0.325 -3.596 1.957
C43 1.601 -2.895 1.482
O4 2.595 -3.602 1.277
O5 1.506 -1.639 1.382
C44 -0.462 -5.430 0.503
O6 -1.257 -4.733 -0.093
N12 -0.263 -6.757 0.144
C45 0.583 -7.703 0.714
O7 0.607 -8.854 0.320
H34 1.817 -5.430 2.933
H35 0.274 -3.536 3.045
H36 -0.559 -3.109 1.562
H37 -0.822 -7.075 -0.633

Summary:
- HOMO: -1.06 eV
- Spin multiplicity: 1
- ΔE to the lowest compared entry with this formula, charge and spin: 46.9 kcal per mole
- Orbital gap: 5.03 eV
- E: -4031.468660 Ha
- Total charge: -2

---

# 3
C45H39AsGaN6O as an isolated structure, computed with ωB97M-V/def2-TZVPD.

Atoms and positions in Å:
Ga1 10.389 9.383 9.968
C1 10.833 6.245 11.148
C2 9.586 6.946 11.571
C3 8.550 6.253 12.258
C4 7.399 6.905 12.692
C5 7.284 8.268 12.510
C6 8.313 8.934 11.812
N1 9.366 8.229 11.319
C7 8.291 10.344 11.613
C8 7.627 11.222 12.478
C9 7.562 12.588 12.256
C10 8.254 13.071 11.167
C11 8.889 12.204 10.293
N2 9.028 10.870 10.572
C12 9.208 12.711 8.989
C13 9.866 13.955 8.769
C14 10.076 14.448 7.500
C15 9.552 13.722 6.408
C16 8.728 12.597 6.691
C17 7.919 11.912 5.662
N3 8.750 12.056 7.921
H1 10.666 5.691 10.184
H2 11.689 6.966 11.070
H3 11.171 5.569 11.948
H4 8.853 5.218 12.482
H5 6.561 6.408 13.202
H6 6.419 8.814 12.849
H7 7.031 10.825 13.328
H8 7.048 13.288 12.953
H9 8.278 14.101 10.865
H10 10.285 14.394 9.665
H11 10.530 15.419 7.327
H12 9.641 14.089 5.418
H13 7.306 12.640 5.087
H14 8.515 11.421 4.797
H15 7.302 11.122 6.094
N4 10.417 7.162 7.642
C18 11.085 8.364 7.281
C19 11.659 8.474 6.035
C20 12.395 9.640 5.755
C21 12.388 10.719 6.606
C22 11.754 10.618 7.811
N5 11.151 9.432 8.159
C23 9.034 7.064 7.780
C24 8.376 5.898 7.314
C25 7.017 5.842 7.475
C26 6.309 6.980 7.890
C27 7.047 8.098 8.298
N6 8.386 8.112 8.275
H16 10.908 6.371 7.247
H17 11.614 7.685 5.288
H18 12.933 9.732 4.805
H19 12.881 11.635 6.293
H20 11.682 11.426 8.514
H21 8.957 5.043 6.934
H22 6.450 4.946 7.174
H23 5.231 7.013 7.942
H24 6.602 9.108 8.490
O1 11.906 9.447 11.160
As1 13.075 9.700 12.444
C28 14.719 9.111 11.655
C29 14.741 7.871 10.975
C30 15.943 7.480 10.309
C31 17.053 8.296 10.384
C32 17.048 9.467 11.191
C33 15.889 9.900 11.799
C34 12.651 8.507 13.937
C35 11.283 8.286 14.264
C36 10.941 7.359 15.230
C37 11.991 6.648 15.893
C38 13.304 6.913 15.577
C39 13.630 7.854 14.583
C40 13.046 11.440 13.256
C41 13.358 11.595 14.651
C42 13.088 12.822 15.235
C43 12.594 13.874 14.467
C44 12.450 13.729 13.122
C45 12.662 12.510 12.484
H25 13.857 7.235 11.057
H26 16.026 6.522 9.836
H27 17.919 8.139 9.722
H28 17.959 10.103 11.332
H29 15.811 10.853 12.347
H30 10.460 8.916 13.853
H31 9.898 7.191 15.502
H32 11.757 5.836 16.587
H33 14.109 6.442 16.117
H34 14.684 7.970 14.315
H35 13.817 10.767 15.197
H36 13.316 12.938 16.276
H37 12.240 14.764 14.990
H38 12.146 14.595 12.506
H39 12.602 12.450 11.417

Summary:
- HOMO: -16.02 eV
- Spin multiplicity: 1
- ΔE to the lowest compared entry with this formula, charge and spin: 38.0 kcal per mole
- Orbital gap: 7.41 eV
- E: -6301.729053 Ha
- Total charge: +3